(1)
Computed, not measured: a 5-piece molecular cluster, C33H76ClF4IN5O7PS overall at a distorted geometry, with ωB97M-V/def2-TZVPD.

ORCA input file:
```
! wB97M-V def2-TZVPD RIJCOSX def2/J DEFGRID3
* xyz 0 1
C 2.92165 1.51076 2.84266
C 2.82240 0.39355 1.77125
C 2.55803 -1.00002 2.38458
I 0.93249 -0.77135 3.77145
C 2.27371 -2.06679 1.27123
C 3.61700 -2.12879 0.44510
C 3.50437 -1.77763 -1.03564
C 3.28285 -0.32158 -1.39361
Cl 4.79124 0.64978 -1.26772
O 1.18624 -1.59471 0.51221
C 0.08258 -2.43682 0.21448
C 0.45542 -3.28405 -1.00802
C -0.31252 -4.60725 -1.16138
F 0.51840 -2.56864 -2.18617
C -1.18468 -1.49437 -0.00466
C -0.66637 -0.15683 -0.52625
S -2.33797 -2.05872 -1.33772
N -1.93026 -1.36097 1.27089
C -2.82162 -0.19088 1.28340
C -2.28429 1.08302 1.96511
C -2.86405 1.43864 3.30714
F -2.76108 2.77818 3.44524
F -2.20279 0.95592 4.32871
F -4.14137 1.15905 3.44217
C -2.70799 -2.56039 1.54194
C -2.99192 -2.89723 3.03680
N -4.43906 -2.91998 3.24495
N -2.32823 -2.02738 4.00702
N -2.50298 -4.28793 3.23922
P 2.18567 -3.72713 2.12113
N 3.43910 -4.00639 3.01304
O 2.12491 -4.95117 1.06556
O 0.89483 -3.92152 3.02420
H 1.97410 2.02726 2.91639
H 3.63116 2.24025 2.45837
H 3.29042 1.14759 3.79277
H 3.79029 0.38597 1.28724
H 2.00296 0.67397 1.12261
H 3.44402 -1.24070 2.95938
H 4.01195 -3.13952 0.48656
H 4.38549 -1.52854 0.91026
H 2.77361 -2.35215 -1.59403
H 4.46567 -2.03314 -1.47611
H 2.45621 0.15340 -0.89076
H 3.04254 -0.29575 -2.44852
H -0.23791 -3.13260 0.99200
H 1.47605 -3.60466 -0.81923
H -0.89746 -4.78884 -0.26683
H -1.00698 -4.49551 -1.98672
H 0.39036 -5.40806 -1.32673
H -0.30536 0.47996 0.26665
H -1.51753 0.36183 -0.96840
H 0.03353 -0.28803 -1.33530
H -2.66762 -3.34241 -1.11855
H -3.16095 0.09619 0.29090
H -3.72678 -0.48765 1.80166
H -2.51864 1.92630 1.32138
H -1.20938 1.10227 2.06550
H -2.21267 -3.43854 1.14734
H -3.68953 -2.54011 1.06667
H -4.81824 -3.51409 2.51312
H -4.64499 -3.43104 4.09873
H -3.05326 -1.53817 4.52749
H -1.89152 -2.63250 4.69109
H -1.48659 -4.28372 3.25113
H -2.87810 -4.67243 4.09706
H 4.09308 -3.23222 3.01489
H 3.06575 -5.11270 0.88936
H 1.18516 -4.23094 3.89717
C -3.29942 -7.53139 -5.01298
C -3.91196 -6.38842 -4.22135
O -2.98661 -5.37889 -3.86155
C -2.33032 -4.71673 -4.93365
C -3.27735 -4.00618 -5.88446
H -2.48468 -7.99025 -4.45078
H -4.05319 -8.29139 -5.22187
H -2.89295 -7.19594 -5.96792
H -4.30837 -6.77710 -3.28276
H -4.76021 -5.95291 -4.76100
H -1.68651 -5.41883 -5.47468
H -1.67007 -3.98001 -4.47363
H -3.95947 -4.69930 -6.37885
H -2.71257 -3.48445 -6.65773
H -3.88324 -3.27775 -5.34324
C -6.07061 4.88349 -1.85752
C -5.14169 3.82823 -1.28146
O -4.12176 4.35235 -0.45031
C -4.55200 5.06536 0.69769
C -5.39217 4.23808 1.65278
H -5.50259 5.62082 -2.42681
H -6.80425 4.41957 -2.51779
H -6.61619 5.41744 -1.07844
H -4.62790 3.32046 -2.09850
H -5.71158 3.05979 -0.74699
H -5.07906 5.97938 0.40114
H -3.64265 5.38418 1.20835
H -6.32026 3.89437 1.19366
H -5.65311 4.82452 2.53443
H -4.83633 3.35680 1.97202
C -1.46913 9.19714 0.94790
C -0.30394 8.37334 1.47036
O -0.07724 8.51457 2.86099
C -1.14654 8.13838 3.70989
C -1.56665 6.68620 3.56348
H -1.31745 10.25467 1.16960
H -1.56282 9.07465 -0.13178
H -2.41642 8.89829 1.39903
H 0.61411 8.70485 0.98449
H -0.42941 7.31632 1.21004
H -2.00244 8.80677 3.56151
H -0.79317 8.30918 4.72708
H -1.93522 6.46652 2.56057
H -2.36227 6.44912 4.27097
H -0.72167 6.02318 3.75515
C 7.84295 1.67087 -2.44375
C 8.52634 0.38974 -1.99762
O 8.78553 -0.52133 -3.05089
C 9.62449 -0.05425 -4.09128
C 11.01373 0.35169 -3.62878
H 6.90310 1.44439 -2.94659
H 7.63590 2.30770 -1.58236
H 8.45887 2.24326 -3.13921
H 7.87386 -0.13789 -1.30104
H 9.44988 0.61240 -1.45112
H 9.13948 0.76718 -4.63070
H 9.70957 -0.88107 -4.79705
H 10.98458 1.18318 -2.92362
H 11.61987 0.65865 -4.48198
H 11.50868 -0.48426 -3.13203
*
```

Computed properties:
SMILES string   CC[C@@H](I)[C@](CCCCl)(O[C@H]([C@@H](C)F)[C@@](C)(S)N(CCC(F)(F)F)CC(N)(N)N)P(=N)(O)O.CCOCC.CCOCC.CCOCC.CCOCC
HOMO level   -8.61 eV
Orbital gap   9.0 eV



(2)
Computed, not measured: a 2-piece molecular cluster, C3H13N4 overall at a distorted geometry, with ωB97M-V/def2-TZVPD.

ORCA input file:
```
! wB97M-V def2-TZVPD RIJCOSX def2/J DEFGRID3
* xyz 1 1
C -2.08168 -0.92543 0.55392
C -1.15133 2.02005 -0.07851
C -0.90147 -0.31795 -0.00489
N 0.10044 -1.72842 -0.30607
N 0.89891 0.98873 -0.62326
N -0.35933 0.80770 -0.19315
N 2.81332 -0.52641 0.31243
H -1.92906 -1.02943 1.63909
H -3.17487 -0.38763 0.40205
H -2.18887 -1.90684 0.20202
H -1.98579 1.89116 0.64568
H -0.52275 2.99964 -0.03781
H -1.68233 2.07234 -1.09549
H -0.57830 -2.44939 -0.16797
H 0.29516 -1.71612 -1.31150
H 1.29002 1.92617 -0.75828
H 1.71653 0.26465 -0.35692
H 2.93959 -1.55978 -0.04844
H 3.05132 -0.51766 1.31232
H 3.45051 0.09461 -0.08524
*
```

Computed properties:
HOMO level   -13.05 eV
Orbital gap   9.9 eV



(3)
Computed, not measured: a 8-piece molecular cluster, C27H50Cl12F8O overall at a distorted geometry, with ωB97M-V/def2-TZVPD.

ORCA input file:
```
! wB97M-V def2-TZVPD RIJCOSX def2/J DEFGRID3
* xyz 0 1
F -5.38137 -1.65066 4.23287
C -5.50076 -1.86888 5.47254
F -6.81441 -1.87248 5.77976
C -4.70776 -3.07083 5.98810
F -3.39574 -2.97728 5.62685
F -5.19001 -4.14831 5.39183
C -4.80882 -3.24569 7.47283
O -4.32568 -2.09621 8.20454
C -4.70162 -1.91789 9.57249
F -4.53311 -3.10428 10.18773
F -3.80178 -1.11446 10.15023
C -6.15651 -1.32250 9.66843
F -7.09536 -2.03684 9.02485
F -6.54427 -1.10185 10.95218
H -5.04896 -1.05590 6.04092
H -4.23446 -4.13918 7.71756
H -5.82611 -3.50697 7.76431
H -6.08949 -0.38594 9.11486
Cl 0.97396 -3.31169 -9.49648
C -0.14998 -2.67761 -8.30478
Cl -1.68098 -3.62477 -8.38743
Cl -0.57996 -0.96635 -8.68547
H 0.27768 -2.75168 -7.30492
Cl 2.15559 -0.53319 6.90251
C 1.68141 0.14493 8.46795
Cl 0.55823 1.51775 8.27548
Cl 3.09393 0.71342 9.35858
H 1.20576 -0.68988 8.98268
Cl 6.38787 -2.92726 1.29527
C 8.03182 -2.91059 1.91722
Cl 8.32877 -4.38639 2.92807
Cl 8.44687 -1.56382 2.94236
H 8.74485 -2.98992 1.09661
Cl -0.15065 -2.70406 0.00493
C 0.45122 -0.99332 -0.02186
Cl -0.81717 0.15350 0.26847
Cl 1.22994 -0.66788 -1.65577
H 1.19526 -0.82336 0.75636
C 4.04026 8.04069 -7.14706
C 4.55145 6.66870 -7.58283
C 3.45764 5.59745 -7.39743
C 3.91488 4.14371 -7.27815
C 4.60731 3.63929 -8.59422
C 5.48342 2.38461 -8.39558
H 3.94074 8.10676 -6.06362
H 3.02836 8.20255 -7.51850
H 4.69964 8.83902 -7.48766
H 4.89993 6.56407 -8.61031
H 5.40968 6.48144 -6.93749
H 2.66732 5.52851 -8.14493
H 2.99646 5.85132 -6.44298
H 4.65538 4.25149 -6.48559
H 3.20797 3.40542 -6.89957
H 3.88203 3.50790 -9.39722
H 5.24631 4.42180 -9.00340
H 6.20539 2.40241 -7.57915
H 4.82416 1.53553 -8.21523
H 6.00968 2.19595 -9.33130
C -6.01084 -9.84064 -2.08764
C -6.78526 -8.61330 -2.52651
C -5.90776 -7.39669 -2.43598
C -6.60917 -6.11634 -2.91191
C -5.73320 -4.87995 -2.78252
C -6.46071 -3.57997 -3.14493
H -5.88729 -9.93433 -1.00872
H -5.02000 -9.88940 -2.53927
H -6.44037 -10.79577 -2.38988
H -7.14690 -8.76362 -3.54372
H -7.69768 -8.47729 -1.94593
H -4.99996 -7.55015 -3.01946
H -5.60845 -7.38477 -1.38794
H -6.90248 -6.20999 -3.95753
H -7.47471 -5.90849 -2.28284
H -5.29671 -4.79868 -1.78705
H -4.88772 -4.99249 -3.46120
H -7.33526 -3.41187 -2.51644
H -5.78384 -2.72714 -3.09377
H -6.79096 -3.61467 -4.18312
C 3.02061 5.86107 0.49112
C 2.38385 5.88156 1.86893
C 3.08009 4.96284 2.83545
C 4.44199 5.41749 3.28395
C 4.91229 4.69023 4.56737
C 6.32842 4.96504 4.99659
H 2.48926 6.59827 -0.11080
H 3.02504 4.83993 0.10986
H 4.09082 6.06522 0.52389
H 2.45826 6.85651 2.35065
H 1.34292 5.55918 1.84323
H 3.29614 4.01044 2.35134
H 2.46422 4.80208 3.72031
H 5.19943 5.14805 2.54789
H 4.42437 6.49857 3.42202
H 4.11902 4.88828 5.28820
H 4.72817 3.62307 4.44341
H 7.00675 4.74948 4.17105
H 6.46381 6.00877 5.28015
H 6.54760 4.29919 5.83128
*
```

Computed properties:
SMILES string   FC(F)C(F)(F)COC(F)(F)C(F)F.ClC(Cl)Cl.ClC(Cl)Cl.ClC(Cl)Cl.ClC(Cl)Cl.CCCCCC.CCCCCC.CCCCCC
HOMO level   -10.70 eV
Orbital gap   10.8 eV



Among the records above, which one has the lowest HOMO level? C3H13N4



Among the records above, which one has the lowest orbital gap? C33H76ClF4IN5O7PS